# 1
Computed, not measured: a cluster of 12 separate species, C5H37N3O11 in total at a distorted geometry, with wB97M-V/def2-TZVPD.

Last column: natural (NBO) charge in e.
CARTESIAN COORDINATES (ANGSTROEM)
C (-1.03, 1.09, -0.84)  -0.223
N (-1.12, 2.20, 0.12)  -0.662
C (-1.09, 1.61, 1.45)  -0.422
C (0.39, 0.53, -1.13)  -0.071
C (0.75, 0.50, -2.63)  -0.634
N (0.60, -0.94, -0.78)  -0.707
C (1.94, -1.61, -0.92)  -0.068
N (1.75, -3.07, -1.30)  -0.863
H (-1.29, 1.41, -1.83)  0.198
H (-1.68, 0.28, -0.46)  0.180
H (-0.31, 2.78, -0.15)  0.398
H (-0.25, 0.96, 1.70)  0.174
H (-1.26, 2.41, 2.19)  0.212
H (-1.93, 0.91, 1.63)  0.180
H (1.18, 1.07, -0.54)  0.203
H (1.79, 0.23, -2.95)  0.215
H (0.63, 1.43, -3.22)  0.212
H (0.11, -0.15, -3.15)  0.189
H (-0.13, -1.50, -1.29)  0.365
H (2.68, -1.22, -1.59)  0.174
H (2.24, -1.63, 0.18)  0.192
H (0.77, -3.39, -1.23)  0.384
H (1.90, -3.02, -2.29)  0.340
H (2.65, -0.57, 1.58)  0.508
H (3.88, 0.26, 2.16)  0.479
O (3.01, 0.30, 1.77)  -0.997
H (-1.86, 5.50, 0.78)  0.472
H (-1.75, 4.35, -0.31)  0.501
O (-1.39, 5.15, 0.08)  -0.977
H (2.52, -3.18, 1.81)  0.480
H (1.49, -2.46, 2.62)  0.505
O (2.34, -2.31, 2.14)  -0.966
H (-2.41, -1.67, -3.44)  0.490
H (-2.84, -2.95, -2.53)  0.495
O (-2.55, -2.02, -2.57)  -0.980
H (0.58, 4.65, -1.67)  0.472
H (1.64, 4.49, -0.61)  0.503
O (1.20, 4.03, -1.35)  -0.970
H (3.03, 2.80, 2.21)  0.475
H (1.91, 2.07, 1.55)  0.502
O (2.05, 2.83, 2.13)  -0.964
H (-3.08, -5.07, 0.90)  0.479
H (-3.71, -3.96, 0.19)  0.497
O (-3.18, -4.74, 0.00)  -0.966
H (-3.67, -0.77, 0.71)  0.473
H (-3.37, -1.50, -0.47)  0.482
O (-3.90, -1.64, 0.32)  -0.953
H (0.49, 5.62, 1.54)  0.479
H (1.69, 4.63, 1.84)  0.498
O (1.41, 5.40, 1.38)  -0.987
H (0.13, -5.60, -0.73)  0.489
H (-1.31, -4.83, -0.66)  0.512
O (-0.37, -4.83, -0.61)  -0.996
H (-0.29, -1.29, 1.34)  0.496
H (-0.28, -2.83, 1.33)  0.478
O (-0.43, -2.07, 1.90)  -0.975

Computed properties:
HOMO-LUMO gap   0.31880 hartree
F_max   4.32 eV/Å
Energy above the lowest of the compared OMol25 structures with the same formula, charge and spin   322.6 kJ/mol
Charge   0
Structure (SMILES)   CNC[C@H](C)NCN.O.O.O.O.O.O.O.O.O.O.O
E_tot   -1204.5326 hartree

# 2
Computed, not measured: a structure of composition C2H4N2, with wB97M-V/def2-TZVPD.

Last column: Löwdin charge in e.
CARTESIAN COORDINATES (ANGSTROEM)
C (0.21, 1.01, -0.21)  -0.008
N (0.53, -1.54, -0.16)  0.129
C (-0.09, -0.41, 0.07)  -0.638
N (-1.07, -1.04, 0.67)  0.129
H (-0.44, -2.14, 0.44)  0.126
H (-0.72, 1.58, -0.32)  0.085
H (0.81, 1.10, -1.11)  0.085
H (0.77, 1.43, 0.63)  0.091

Computed properties:
HOMO-LUMO gap   0.31232 hartree
F_max   0.57 eV/Å
Energy above the lowest of the compared OMol25 structures with the same formula, charge and spin   419.8 kJ/mol
Charge   0
E_tot   -187.9584 hartree

# 3
Computed, not measured: a structure of composition C33H41CdN7S2, with wB97M-V/def2-TZVPD.

Last column: Löwdin charge in e.
CARTESIAN COORDINATES (ANGSTROEM)
Cd (-0.08, 0.40, 0.15)  1.319
C (-4.32, 4.04, 1.31)  -0.435
S (-3.57, 4.03, -0.33)  0.830
C (-2.07, 3.11, -0.11)  -1.139
S (-1.59, 2.45, 1.38)  0.554
N (-1.46, 3.07, -1.27)  -0.126
N (-0.40, 2.24, -1.36)  -0.079
C (0.41, 2.48, -2.33)  -0.092
C (1.55, 1.60, -2.58)  -0.260
C (2.39, 1.84, -3.67)  -0.017
C (3.47, 1.01, -3.89)  -0.063
C (3.69, -0.05, -3.02)  -0.062
C (2.80, -0.22, -1.97)  -0.158
N (1.76, 0.57, -1.75)  0.075
H (-4.61, 5.06, 1.54)  0.022
H (-5.19, 3.39, 1.32)  0.029
H (-3.58, 3.68, 2.03)  -0.040
H (0.25, 3.34, -2.98)  0.123
H (2.19, 2.68, -4.32)  0.112
H (4.13, 1.18, -4.73)  0.107
H (4.52, -0.72, -3.15)  0.100
H (2.93, -1.03, -1.27)  0.090
C (-1.31, -0.08, 3.51)  -0.145
N (-1.42, -0.91, 2.31)  -0.256
C (-0.88, -2.24, 2.51)  -0.099
C (-2.76, -1.03, 1.79)  -0.245
C (-3.79, -1.35, 2.65)  -0.057
C (-5.08, -1.60, 2.19)  -0.117
C (-5.29, -1.56, 0.82)  -0.107
C (-4.27, -1.24, -0.05)  -0.035
C (-2.96, -0.93, 0.39)  -0.282
N (-1.95, -0.63, -0.46)  -0.076
C (-2.22, -0.35, -1.80)  -0.301
C (-3.15, 0.60, -2.20)  -0.063
C (-3.30, 0.96, -3.53)  -0.090
C (-2.52, 0.36, -4.50)  -0.104
C (-1.60, -0.61, -4.12)  -0.045
C (-1.44, -0.98, -2.79)  -0.207
N (-0.50, -1.98, -2.38)  -0.204
C (-1.12, -3.12, -1.73)  -0.082
C (0.44, -2.42, -3.39)  -0.120
H (-0.36, 0.46, 3.51)  0.057
H (-2.10, 0.67, 3.52)  0.057
H (-1.39, -0.67, 4.43)  0.080
H (-1.35, -2.75, 3.37)  0.090
H (0.20, -2.20, 2.70)  0.041
H (-1.04, -2.83, 1.62)  0.086
H (-3.58, -1.41, 3.72)  0.107
H (-5.88, -1.82, 2.88)  0.088
H (-6.27, -1.77, 0.42)  0.097
H (-4.47, -1.23, -1.11)  0.103
H (-3.72, 1.12, -1.44)  0.101
H (-4.01, 1.74, -3.80)  0.101
H (-2.62, 0.63, -5.54)  0.093
H (-1.01, -1.10, -4.89)  0.090
H (-1.61, -3.79, -2.46)  0.091
H (-1.87, -2.78, -1.01)  0.064
H (-0.36, -3.69, -1.19)  0.078
H (-0.04, -3.01, -4.19)  0.087
H (1.18, -3.06, -2.91)  0.079
H (0.95, -1.57, -3.84)  0.074
C (4.95, -1.55, 3.03)  -0.004
N (3.51, -1.59, 2.70)  -0.167
C (2.72, -0.88, 3.73)  0.016
C (3.22, -1.09, 1.27)  -0.118
C (3.18, 0.40, 1.20)  -0.360
C (4.39, 1.10, 1.20)  -0.083
C (4.39, 2.48, 1.19)  -0.092
C (3.17, 3.15, 1.18)  -0.082
C (1.98, 2.44, 1.14)  -0.166
C (1.92, 1.03, 1.13)  -0.186
H (5.11, -2.06, 3.98)  0.103
H (5.26, -0.51, 3.10)  0.098
H (5.52, -2.05, 2.24)  0.105
H (3.21, -2.57, 2.70)  0.176
H (2.78, 0.19, 3.54)  0.105
H (3.13, -1.12, 4.71)  0.104
H (1.68, -1.19, 3.67)  0.076
H (2.25, -1.49, 1.01)  0.108
H (4.00, -1.55, 0.66)  0.120
H (5.34, 0.57, 1.16)  0.102
H (5.32, 3.03, 1.17)  0.099
H (3.15, 4.23, 1.19)  0.102
H (1.05, 3.00, 1.11)  0.024

Computed properties:
HOMO-LUMO gap   0.19277 hartree
F_max   0.76 eV/Å
Energy above the lowest of the compared OMol25 structures with the same formula, charge and spin   103.5 kJ/mol
Charge   0
E_tot   -2629.3829 hartree

# 4
Computed, not measured: a cluster of 3 separate species, C4H13NO3 in total at a distorted geometry, with wB97M-V/def2-TZVPD.

Last column: natural (NBO) charge in e.
CARTESIAN COORDINATES (ANGSTROEM)
C (-0.16, 1.82, -1.28)  0.226
C (-1.46, 1.49, -0.66)  -0.696
N (0.92, 1.34, -0.83)  -0.698
O (-0.97, -0.85, -2.51)  -0.983
H (-0.77, -1.46, -3.22)  0.471
H (-0.20, 2.51, -2.12)  0.161
H (1.07, -0.28, -0.45)  0.488
H (1.77, 1.64, -1.31)  0.362
H (-2.04, 0.90, -1.36)  0.269
H (-2.02, 2.41, -0.45)  0.226
H (-1.34, 0.92, 0.25)  0.223
C (0.43, -1.66, 1.72)  -0.083
C (0.68, -0.30, 2.39)  -0.648
O (1.33, -1.91, 0.66)  -0.271
O (0.88, -1.30, -0.53)  -0.541
H (-0.39, -1.14, -1.76)  0.494
H (-0.60, -1.74, 1.37)  0.175
H (0.63, -2.47, 2.42)  0.189
H (0.58, 0.51, 1.67)  0.218
H (-0.03, -0.16, 3.19)  0.209
H (1.68, -0.27, 2.81)  0.211

Computed properties:
HOMO-LUMO gap   0.38858 hartree
F_max   1.41 eV/Å
Energy above the lowest of the compared OMol25 structures with the same formula, charge and spin   399.5 kJ/mol
Charge   0
Structure (SMILES)   [H]/N=C/C.CCOO.O
E_tot   -440.5630 hartree

# 5
Computed, not measured: an isolated molecule of C16H15BrF3NO3 at a distorted geometry, with wB97M-V/def2-TZVPD.

Last column: natural (NBO) charge in e.
CARTESIAN COORDINATES (ANGSTROEM)
F (2.92, 4.18, -1.32)  -0.318
F (1.43, 5.89, -1.12)  -0.316
F (1.42, 4.58, -2.87)  -0.310
Br (3.78, -2.87, 3.15)  0.074
O (0.48, 2.40, -1.20)  -0.387
O (-1.18, -0.15, 0.95)  -0.504
O (-0.51, -2.70, 0.04)  -0.523
C (0.04, 3.97, 0.36)  -0.241
C (-0.72, 2.78, 0.68)  -0.309
C (0.76, 3.69, -0.79)  0.123
C (-0.37, 1.86, -0.28)  0.278
C (1.68, -0.84, 3.11)  -0.249
C (0.55, -0.26, 2.56)  -0.227
C (1.42, -2.67, 1.59)  -0.334
C (2.15, -2.07, 2.61)  -0.078
C (-0.17, -0.84, 1.53)  0.224
C (0.24, -2.11, 1.05)  0.338
N (-0.85, -5.61, -1.39)  -0.608
C (1.63, 4.59, -1.54)  0.956
C (-0.84, 0.38, -0.38)  -0.090
C (1.28, -3.06, -1.61)  -0.636
C (-1.03, -4.23, -1.84)  -0.228
C (0.10, -5.13, -0.38)  -0.255
C (0.03, -3.67, -0.88)  0.239
H (0.00, 4.90, 0.90)  0.242
H (-1.44, 2.66, 1.44)  0.239
H (2.26, -0.30, 3.87)  0.231
H (0.22, 0.72, 2.90)  0.233
H (1.72, -3.67, 1.22)  0.230
H (-0.33, -6.16, -2.08)  0.350
H (-0.05, -0.20, -0.85)  0.202
H (-1.73, 0.31, -1.02)  0.214
H (1.06, -2.00, -1.90)  0.218
H (2.12, -3.07, -0.92)  0.220
H (1.53, -3.66, -2.50)  0.218
H (-2.03, -3.87, -1.67)  0.205
H (-0.82, -4.10, -2.93)  0.186
H (-0.28, -5.19, 0.66)  0.206
H (1.08, -5.61, -0.50)  0.191

Computed properties:
HOMO-LUMO gap   0.34081 hartree
F_max   3.37 eV/Å
Energy above the lowest of the compared OMol25 structures with the same formula, charge and spin   0.0 kJ/mol
Charge   0
Structure (SMILES)   CC1(Oc2cc(Br)ccc2OCc2ccc(C(F)(F)F)o2)CNC1
E_tot   -3772.7022 hartree

- Which formula does entry 3 have?
  C33H41CdN7S2